1.
Density functional theory data (ωB97M-V/def2-TZVPD) for 3 unconnected molecules or ions with the total composition C45H75Cl2N2O4PSi at a distorted geometry.

Last columns: bonded neighbours and bond lengths (Å).
CARTESIAN COORDINATES (ANGSTROEM)
1 C 4.559 -6.465 4.305  C2 1.617, H34 1.145, H35 1.143, H36 1.140
2 C 4.094 -5.679 2.971  C1 1.617, Cl3 1.831, C4 1.617, H37 1.154
3 Cl 2.781 -6.650 2.143  C2 1.831
4 C 3.692 -4.139 3.261  C2 1.617, Cl5 1.827, C6 1.596, H38 1.152
5 Cl 2.036 -3.934 4.004  C4 1.827
6 C 3.932 -3.320 1.912  C4 1.596, C7 1.425, C32 1.584
7 C 5.286 -3.098 1.527  C6 1.425, C8 1.613, H39 1.150
8 C 5.623 -2.323 0.154  C7 1.613, O9 1.262, C10 1.614
9 O 6.807 -2.465 -0.260  C8 1.262
10 C 4.525 -1.408 -0.595  C8 1.614, P11 1.890, C14 1.439
11 P 4.938 -0.130 -1.925  C10 1.890, C12 1.926, C13 1.902
12 C 3.830 -0.389 -3.479  P11 1.926, H40 1.152, H41 1.139, H42 1.151
13 C 6.702 -0.360 -2.599  P11 1.902, H43 1.138, H44 1.155, H45 1.156
14 C 3.171 -1.642 -0.166  C10 1.439, C15 1.603, C32 1.612
15 C 1.917 -0.821 -0.732  C14 1.603, C16 1.629, H46 1.146, H47 1.153
16 C 0.981 -0.209 0.453  C15 1.629, C17 1.632, H48 1.139, H49 1.139
17 C -0.075 0.770 -0.315  C16 1.632, C18 1.612, H50 1.157, H51 1.145
18 C -1.401 -0.019 -0.780  C17 1.612, C19 1.615, H52 1.146, H53 1.150
19 C -2.336 -0.219 0.521  C18 1.615, C20 1.622, H54 1.140, H55 1.146
20 C -3.789 0.484 0.358  C19 1.622, C21 1.602, H56 1.155, H57 1.157
21 C -4.652 -0.102 -0.858  C20 1.602, C22 1.608, H58 1.143, H59 1.155
22 C -4.998 -1.668 -0.742  C21 1.608, Si23 1.921, H60 1.152, H61 1.153
23 Si -6.178 -2.125 0.703  C22 1.921, C24 1.940, C25 1.944, C26 1.938
24 C -7.240 -0.548 1.090  Si23 1.940, H62 1.151, H63 1.147, H64 1.152
25 C -5.023 -2.597 2.194  Si23 1.944, H65 1.140, H66 1.147, H67 1.152
26 C -7.296 -3.624 0.196  Si23 1.938, C27 1.562, C31 1.572
27 C -8.161 -3.618 -1.105  C26 1.562, C28 1.549, H68 1.139
28 C -9.005 -4.864 -1.471  C27 1.549, C29 1.547, H69 1.150
29 C -9.035 -6.126 -0.577  C28 1.547, C30 1.544, H70 1.139
30 C -8.190 -6.102 0.715  C29 1.544, C31 1.541, H71 1.146
31 C -7.335 -4.889 1.129  C26 1.572, C30 1.541, H72 1.147
32 C 2.816 -2.766 0.934  C6 1.584, C14 1.612, O33 1.265
33 O 1.631 -3.207 0.954  C32 1.265
34 H 4.569 -7.603 4.172  C1 1.145
35 H 5.618 -6.131 4.578  C1 1.143
36 H 3.826 -6.229 5.145  C1 1.140
37 H 5.009 -5.710 2.267  C2 1.154
38 H 4.450 -3.759 4.040  C4 1.152
39 H 6.137 -3.478 2.201  C7 1.150
40 H 4.495 -0.274 -4.413  C12 1.152
41 H 3.251 -1.369 -3.453  C12 1.139
42 H 3.115 0.513 -3.506  C12 1.151
43 H 7.477 0.246 -2.027  C13 1.138
44 H 6.950 -1.488 -2.636  C13 1.155
45 H 6.754 -0.016 -3.702  C13 1.156
46 H 1.267 -1.550 -1.331  C15 1.146
47 H 2.232 0.097 -1.356  C15 1.153
48 H 0.375 -1.008 0.992  C16 1.139
49 H 1.595 0.462 1.138  C16 1.139
50 H 0.392 1.198 -1.284  C17 1.157
51 H -0.339 1.681 0.327  C17 1.145
52 H -1.087 -1.050 -1.169  C18 1.146
53 H -1.934 0.616 -1.577  C18 1.150
54 H -1.824 0.227 1.437  C19 1.140
55 H -2.518 -1.329 0.744  C19 1.146
56 H -4.316 0.350 1.377  C20 1.155
57 H -3.654 1.625 0.225  C20 1.157
58 H -4.050 0.045 -1.819  C21 1.143
59 H -5.633 0.502 -0.942  C21 1.155
60 H -5.477 -1.985 -1.740  C22 1.152
61 H -4.010 -2.259 -0.677  C22 1.153
62 H -6.494 0.220 1.513  C24 1.151
63 H -8.013 -0.854 1.880  C24 1.147
64 H -7.735 -0.132 0.136  C24 1.152
65 H -5.586 -3.138 3.025  C25 1.140
66 H -4.213 -3.274 1.747  C25 1.147
67 H -4.482 -1.670 2.613  C25 1.152
68 H -8.180 -2.707 -1.789  C27 1.139
69 H -9.629 -4.905 -2.436  C28 1.150
70 H -9.646 -7.061 -0.799  C29 1.139
71 H -8.196 -7.036 1.378  C30 1.146
72 H -6.708 -4.828 2.088  C31 1.147
73 C 13.995 1.029 0.148  C74 1.556, H84 1.090, H85 1.094, H86 1.093
74 C 12.793 1.609 -0.652  C73 1.556, C75 1.552, N79 1.495, C83 1.556
75 C 12.186 2.850 0.054  C74 1.552, C76 1.522, H87 1.098, H88 1.096
76 C 11.205 2.555 1.180  C75 1.522, C77 1.522, H89 1.094, H90 1.095
77 C 10.172 1.526 0.746  C76 1.522, C78 1.541, H91 1.096, H92 1.096
78 C 10.829 0.239 0.213  C77 1.541, N79 1.498, C81 1.548, C82 1.549
79 N 11.804 0.514 -0.891  C74 1.495, C78 1.498, O80 1.359
80 O 11.086 0.834 -2.000  N79 1.359
81 C 11.516 -0.482 1.398  C78 1.548, H93 1.094, H94 1.095, H95 1.089
82 C 9.723 -0.753 -0.224  C78 1.549, H96 1.091, H97 1.093, H98 1.094
83 C 13.453 2.144 -1.955  C74 1.556, H99 1.095, H100 1.095, H101 1.093
84 H 13.809 0.037 0.560  C73 1.090
85 H 14.877 0.889 -0.485  C73 1.094
86 H 14.286 1.680 0.976  C73 1.093
87 H 11.652 3.458 -0.688  C75 1.098
88 H 12.987 3.491 0.437  C75 1.096
89 H 11.741 2.220 2.074  C76 1.094
90 H 10.695 3.481 1.467  C76 1.095
91 H 9.515 1.294 1.591  C77 1.096
92 H 9.526 1.969 -0.022  C77 1.096
93 H 12.019 -1.395 1.066  C81 1.094
94 H 10.778 -0.775 2.151  C81 1.095
95 H 12.242 0.135 1.925  C81 1.089
96 H 9.053 -0.333 -0.976  C82 1.091
97 H 9.094 -1.034 0.625  C82 1.093
98 H 10.157 -1.672 -0.628  C82 1.094
99 H 13.859 1.328 -2.562  C83 1.095
100 H 14.280 2.819 -1.712  C83 1.095
101 H 12.757 2.715 -2.574  C83 1.093
102 C -10.931 4.141 -2.543  C103 1.557, H113 1.090, H114 1.094, H115 1.093
103 C -10.295 3.340 -1.369  C102 1.557, C104 1.552, N108 1.495, C112 1.556
104 C -11.105 3.513 -0.057  C103 1.552, C105 1.522, H116 1.098, H117 1.095
105 C -10.813 4.777 0.738  C104 1.522, C106 1.522, H118 1.094, H119 1.095
106 C -9.314 4.977 0.908  C105 1.522, C107 1.541, H120 1.096, H121 1.096
107 C -8.574 4.972 -0.443  C106 1.541, N108 1.498, C110 1.548, C111 1.549
108 N -8.860 3.737 -1.242  C103 1.495, C107 1.498, O109 1.359
109 O -8.193 2.708 -0.656  N108 1.359
110 C -8.978 6.247 -1.223  C107 1.548, H122 1.094, H123 1.095, H124 1.089
111 C -7.058 5.163 -0.193  C107 1.549, H125 1.092, H126 1.093, H127 1.094
112 C -10.494 1.858 -1.797  C103 1.556, H128 1.095, H129 1.095, H130 1.093
113 H -10.311 4.964 -2.898  C102 1.090
114 H -11.077 3.519 -3.430  C102 1.094
115 H -11.906 4.557 -2.271  C102 1.093
116 H -10.901 2.661 0.604  C104 1.098
117 H -12.179 3.468 -0.272  C104 1.095
118 H -11.272 5.646 0.256  C105 1.094
119 H -11.281 4.700 1.724  C105 1.095
120 H -9.132 5.920 1.436  C106 1.096
121 H -8.919 4.189 1.561  C106 1.096
122 H -8.495 6.279 -2.204  C110 1.094
123 H -8.668 7.145 -0.679  C110 1.095
124 H -10.052 6.350 -1.368  C110 1.089
125 H -6.640 4.401 0.469  C111 1.092
126 H -6.861 6.127 0.284  C111 1.093
127 H -6.500 5.143 -1.134  C111 1.094
128 H -9.905 1.616 -2.688  C112 1.095
129 H -11.546 1.669 -2.035  C112 1.095
130 H -10.222 1.153 -1.007  C112 1.093

Properties
LUMO energy ... -1.33 eV
⟨S²⟩ ... 2.009
ΔE to the lowest compared entry with this formula, charge and spin ... 836.86 kJ/mol
Gap between HOMO and LUMO ... 6.75 eV
Max |F| ... 4.561 eV/Å
2S+1 ... 3

Atom charges from the Löwdin analysis, given in e for atoms 1 to 6:
1 C -0.142
2 C -0.711
3 Cl 0.551
4 C -0.623
5 Cl 0.590
6 C -0.125


2.
Density functional theory data (ωB97M-V/def2-TZVPD) for 4 unconnected molecules or ions with the total composition C45H75ClF4N3O18P3 at a distorted geometry.

Last columns: bonded neighbours and bond lengths (Å).
CARTESIAN COORDINATES (ANGSTROEM)
1 C -3.608 -0.575 0.680  C2 1.409, H42 1.100, H43 1.102
2 C -3.963 -1.362 1.794  C1 1.409, C3 1.503, H44 1.098
3 C -4.509 -2.749 1.599  C2 1.503, O4 1.206, O5 1.366
4 O -5.414 -3.077 2.327  C3 1.206
5 O -3.995 -3.580 0.645  C3 1.366, C6 1.450
6 C -5.035 -4.183 -0.166  O5 1.450, C7 1.566, H45 1.098, H46 1.097
7 C -5.782 -3.021 -0.905  C6 1.566, C8 1.550, H47 1.105, H48 1.102
8 C -6.381 -3.448 -2.269  C7 1.550, C9 1.578, H49 1.103, H50 1.106
9 C -5.416 -3.198 -3.492  C8 1.578, C10 1.561, H51 1.100, H52 1.103
10 C -6.187 -2.653 -4.736  C9 1.561, C11 1.577, H53 1.100, H54 1.104
11 C -5.952 -1.097 -4.844  C10 1.577, C12 1.536, H55 1.099, H56 1.094
12 C -6.833 -0.473 -3.751  C11 1.536, N13 1.309, C36 1.452
13 N -8.120 -0.418 -3.987  C12 1.309, C14 1.368
14 C -8.772 0.148 -2.926  N13 1.368, C15 1.445, C34 1.403
15 C -10.203 0.317 -3.042  C14 1.445, C16 1.536, C19 1.366
16 C -10.896 -0.136 -4.336  C15 1.536, C17 1.570, F18 1.401, H57 1.095
17 C -11.773 -1.404 -4.038  C16 1.570, H58 1.099, H59 1.101, H60 1.098
18 F -11.665 0.893 -4.894  C16 1.401
19 C -10.973 0.838 -2.042  C15 1.366, C20 1.527, C24 1.457
20 C -12.487 1.013 -2.143  C19 1.527, C21 1.537, H61 1.093, H62 1.107
21 C -12.904 2.491 -2.081  C20 1.537, O22 1.187, F23 1.356
22 O -12.126 3.353 -2.330  C21 1.187
23 F -14.163 2.824 -1.703  C21 1.356
24 C -10.344 1.254 -0.795  C19 1.457, N25 1.453, C32 1.361
25 N -11.219 1.764 0.247  C24 1.453, C26 1.428, C29 1.422
26 C -10.837 3.046 0.747  N25 1.428, O27 1.190, F28 1.337
27 O -10.499 3.267 1.866  C26 1.190
28 F -10.826 4.058 -0.126  C26 1.337
29 C -11.473 0.839 1.296  N25 1.422, O30 1.189, F31 1.345
30 O -12.332 1.024 2.097  C29 1.189
31 F -10.773 -0.308 1.367  C29 1.345
32 C -8.995 1.109 -0.688  C24 1.361, Cl33 1.757, C34 1.436
33 Cl -8.160 1.562 0.790  C32 1.757
34 C -8.169 0.573 -1.733  C14 1.403, C32 1.436, N35 1.360
35 N -6.826 0.492 -1.537  C34 1.360, C36 1.298
36 C -6.176 -0.004 -2.544  C12 1.452, N35 1.298, O37 1.363
37 O -4.820 -0.080 -2.432  C36 1.363, C38 1.441
38 C -4.182 1.023 -3.105  O37 1.441, C39 1.544, H63 1.105, H64 1.108
39 C -2.658 0.989 -2.857  C38 1.544, C40 1.549, H65 1.105, H66 1.101
40 C -2.025 2.399 -2.760  C39 1.549, C41 1.568, H67 1.103, H68 1.106
41 C -2.699 3.333 -1.697  C40 1.568, H69 1.101, H70 1.103, H71 1.097
42 H -2.607 -0.659 0.232  C1 1.100
43 H -4.387 0.090 0.276  C1 1.102
44 H -3.867 -1.015 2.831  C2 1.098
45 H -4.516 -4.770 -0.935  C6 1.098
46 H -5.743 -4.767 0.435  C6 1.097
47 H -6.578 -2.667 -0.225  C7 1.105
48 H -5.040 -2.212 -1.005  C7 1.102
49 H -6.675 -4.508 -2.187  C8 1.103
50 H -7.261 -2.804 -2.455  C8 1.106
51 H -4.637 -2.505 -3.140  C9 1.100
52 H -4.922 -4.163 -3.694  C9 1.103
53 H -5.887 -3.166 -5.662  C10 1.100
54 H -7.258 -2.870 -4.581  C10 1.104
55 H -6.248 -0.752 -5.845  C11 1.099
56 H -4.887 -0.947 -4.646  C11 1.094
57 H -10.181 -0.436 -5.109  C16 1.095
58 H -11.883 -1.520 -2.951  C17 1.099
59 H -12.770 -1.207 -4.461  C17 1.101
60 H -11.318 -2.313 -4.452  C17 1.098
61 H -12.921 0.574 -3.045  C20 1.093
62 H -12.907 0.538 -1.235  C20 1.107
63 H -4.649 1.971 -2.784  C38 1.105
64 H -4.321 0.989 -4.204  C38 1.108
65 H -2.162 0.467 -3.695  C39 1.105
66 H -2.433 0.425 -1.938  C39 1.101
67 H -1.939 2.888 -3.745  C40 1.103
68 H -0.984 2.244 -2.420  C40 1.106
69 H -3.407 2.723 -1.116  C41 1.101
70 H -3.226 4.142 -2.231  C41 1.103
71 H -1.949 3.817 -1.058  C41 1.097
72 O 2.230 3.049 -5.214  P73 1.501
73 P 3.534 3.349 -4.535  O72 1.501, O74 1.647, O77 1.650, O80 1.651
74 O 3.334 2.542 -3.113  P73 1.647, C75 1.428
75 C 3.431 1.117 -3.116  O74 1.428, C76 1.519, H83 1.094, H84 1.090
76 C 4.867 0.645 -3.256  C75 1.519, H85 1.093, H86 1.091, H87 1.090
77 O 3.186 4.896 -4.081  P73 1.650, C78 1.427
78 C 2.205 5.671 -4.770  O77 1.427, C79 1.516, H88 1.089, H89 1.093
79 C 0.886 5.637 -4.024  C78 1.516, H90 1.091, H91 1.091, H92 1.092
80 O 5.140 3.623 -4.272  P73 1.651, C81 1.434
81 C 5.668 4.621 -3.389  O80 1.434, C82 1.513, H93 1.089, H94 1.093
82 C 5.275 4.472 -1.936  C81 1.513, H95 1.089, H96 1.092, H97 1.090
83 H 2.807 0.703 -3.915  C75 1.094
84 H 3.024 0.772 -2.165  C75 1.090
85 H 5.270 0.900 -4.240  C76 1.093
86 H 4.932 -0.437 -3.133  C76 1.091
87 H 5.507 1.124 -2.514  C76 1.090
88 H 2.090 5.334 -5.799  C78 1.089
89 H 2.574 6.698 -4.812  C78 1.093
90 H 0.588 4.617 -3.776  C79 1.091
91 H 0.093 6.098 -4.616  C79 1.091
92 H 0.972 6.176 -3.078  C79 1.092
93 H 5.432 5.616 -3.764  C81 1.089
94 H 6.754 4.525 -3.460  C81 1.093
95 H 4.215 4.664 -1.780  C82 1.089
96 H 5.830 5.185 -1.322  C82 1.092
97 H 5.484 3.467 -1.571  C82 1.090
98 O 6.823 2.400 1.171  P99 1.521
99 P 8.121 2.499 1.959  O98 1.521, O100 1.656, O103 1.659, O106 1.667
100 O 7.656 1.499 3.194  P99 1.656, C101 1.428
101 C 7.717 0.087 2.990  O100 1.428, C102 1.518, H109 1.095, H110 1.091
102 C 9.144 -0.430 3.021  C101 1.518, H111 1.094, H112 1.091, H113 1.090
103 O 7.716 3.974 2.602  P99 1.659, C104 1.424
104 C 6.891 4.885 1.882  O103 1.424, C105 1.516, H114 1.089, H115 1.093
105 C 5.455 4.774 2.355  C104 1.516, H116 1.090, H117 1.092, H118 1.092
106 O 9.609 2.694 2.682  P99 1.667, C107 1.434
107 C 9.879 3.534 3.812  O106 1.434, C108 1.513, H119 1.089, H120 1.093
108 C 9.125 3.184 5.076  C107 1.513, H121 1.088, H122 1.092, H123 1.090
109 H 7.230 -0.175 2.046  C101 1.095
110 H 7.145 -0.373 3.797  C101 1.091
111 H 9.714 -0.054 2.166  C102 1.094
112 H 9.159 -1.520 2.986  C102 1.091
113 H 9.660 -0.099 3.922  C102 1.090
114 H 6.973 4.726 0.808  C104 1.089
115 H 7.259 5.895 2.082  C104 1.093
116 H 5.111 3.740 2.371  C105 1.090
117 H 4.789 5.352 1.712  C105 1.092
118 H 5.362 5.149 3.376  C105 1.092
119 H 9.737 4.580 3.543  C107 1.089
120 H 10.947 3.416 4.008  C107 1.093
121 H 8.059 3.381 4.983  C108 1.088
122 H 9.502 3.784 5.907  C108 1.092
123 H 9.245 2.130 5.326  C108 1.090
124 O 7.882 -3.422 5.436  P125 1.501
125 P 7.393 -4.788 5.819  O124 1.501, O126 1.646, O129 1.650, O132 1.651
126 O 8.785 -5.469 6.376  P125 1.646, C127 1.429
127 C 9.279 -5.063 7.654  O126 1.429, C128 1.519, H135 1.094, H136 1.090
128 C 8.460 -5.648 8.791  C127 1.519, H137 1.093, H138 1.091, H139 1.090
129 O 7.309 -5.418 4.297  P125 1.650, C130 1.426
130 C 7.165 -4.575 3.155  O129 1.426, C131 1.516, H140 1.089, H141 1.093
131 C 8.509 -4.342 2.494  C130 1.516, H142 1.091, H143 1.092, H144 1.092
132 O 6.445 -6.015 6.388  P125 1.651, C133 1.434
133 C 6.308 -7.300 5.768  O132 1.434, C134 1.513, H145 1.089, H146 1.092
134 C 7.585 -8.105 5.654  C133 1.513, H147 1.089, H148 1.092, H149 1.090
135 H 9.302 -3.971 7.714  C127 1.094
136 H 10.307 -5.420 7.721  C127 1.090
137 H 7.449 -5.234 8.799  C128 1.093
138 H 8.925 -5.427 9.754  C128 1.091
139 H 8.364 -6.728 8.685  C128 1.090
140 H 6.683 -3.635 3.421  C130 1.089
141 H 6.499 -5.085 2.456  C130 1.093
142 H 9.267 -4.028 3.213  C131 1.091
143 H 8.429 -3.581 1.715  C131 1.092
144 H 8.874 -5.266 2.040  C131 1.092
145 H 5.816 -7.199 4.801  C133 1.089
146 H 5.612 -7.852 6.404  C133 1.092
147 H 8.284 -7.661 4.948  C134 1.089
148 H 7.353 -9.112 5.303  C134 1.092
149 H 8.089 -8.178 6.617  C134 1.090

Properties
LUMO energy ... -1.63 eV
Structure (SMILES) ... C=CC(=O)OCCCCCCc1nc2c([C@@H](C)F)c(CC(=O)F)c(N(C(=O)F)C(=O)F)c(Cl)c2nc1OCCCC.CCOP(=O)(OCC)OCC.CCOP(=O)(OCC)OCC.CCOP(=O)(OCC)OCC
Gap between HOMO and LUMO ... 6.32 eV
Max |F| ... 9.363 eV/Å

Atom charges from the Löwdin analysis, given in e for atoms 1 to 6:
1 C 0.055
2 C -0.036
3 C -0.528
4 O 0.115
5 O -0.024
6 C -0.144